# 1
{"formula": "C3H11N2O", "method": "ωB97M-V/def2-TZVPD", "species": ["C", "C", "O", "N", "H", "H", "H", "H", "H", "C", "N", "H", "H", "H", "H", "H", "H"], "positions_angstrom": [[-0.8129, -1.9662, 0.4533], [-1.0086, -0.6654, 1.2105], [-0.4282, 0.3798, 0.9148], [-1.7693, -0.7586, 2.3127], [0.0118, -2.4753, 0.9435], [-0.7117, -1.8301, -0.6157], [-2.1713, 0.0384, 2.7785], [-2.1968, -1.6590, 2.4451], [-1.7368, -2.5318, 0.5861], [0.9804, 1.7635, -1.9519], [1.7494, 1.1027, -0.8455], [2.3633, 1.7168, -0.3102], [1.0463, 0.7730, -0.1627], [2.2973, 0.2984, -1.1447], [-0.0512, 1.4876, -1.8369], [1.3778, 1.4841, -2.9181], [1.0604, 2.8419, -1.8589]], "atomic_forces_ev_per_a": [[-1.051, 0.335, 0.695], [0.577, 0.298, 0.071], [0.324, 0.291, -0.613], [-0.315, -0.661, -0.471], [0.158, -0.275, -0.342], [0.473, 0.196, -0.029], [0.323, 0.116, 0.032], [-0.310, 0.182, 0.348], [0.261, -0.383, -0.024], [0.425, 0.550, -0.082], [-0.195, -0.020, 0.400], [0.074, 0.171, -0.332], [-0.444, -0.408, 0.466], [-0.028, 0.032, -0.117], [-0.346, -0.222, -0.091], [0.026, -0.205, -0.047], [0.050, 0.002, 0.138]], "e_homo_ev": -14.0, "lumo_energy_ev": -3.208, "total_energy_ha": -305.4455, "charge": 1}

***

# 2
{"formula": "C2H5FOS", "method": "ωB97M-V/def2-TZVPD", "species": ["C", "C", "O", "F", "S", "H", "H", "H", "H", "H"], "positions_angstrom": [[-1.0178, -0.1867, 0.4267], [-0.0814, 0.1221, -0.7566], [1.3590, -1.3708, 0.7820], [2.2532, 1.6345, 0.2760], [1.4967, -0.6869, -0.4486], [-1.4195, -1.2442, 0.4656], [-0.4068, 0.0201, 1.2503], [-1.8774, 0.5685, 0.2601], [0.2597, 1.1360, -0.5086], [-0.5658, 0.0074, -1.7470]], "atomic_forces_ev_per_a": [[-2.090, -0.047, -2.253], [-0.551, -0.079, 0.860], [0.040, -1.179, 1.545], [-0.898, -2.354, -0.806], [0.798, 3.059, -1.354], [0.493, 1.268, -0.095], [0.035, 0.372, 1.773], [1.244, -1.332, 0.814], [0.011, 0.309, -0.848], [0.918, -0.017, 0.364]], "e_homo_ev": [-10.2, -10.9], "lumo_energy_ev": [-2.638, -2.475], "total_energy_ha": -652.3628}